1.
A molecular structure, C6H38NO13 at a distorted geometry. Source: OMol25; level of theory: the ωB97M-V functional and the def2-TZVPD basis.

```
! wB97M-V def2-TZVPD RIJCOSX def2/J DEFGRID3
* xyz -1 1
H 3.48 -1.15 2.48
C -2.31 -1.27 -0.04
O 1.16 -3.85 -2.01
H -2.41 3.51 0.48
C -1.71 0.63 -3.29
H 2.46 -0.30 1.18
O 0.16 4.74 -0.79
H 2.78 1.52 -0.36
O -3.17 0.21 2.73
H -0.11 -1.46 -0.10
N -0.83 -0.69 1.80
H 0.34 4.61 0.14
H -2.25 0.89 -0.40
H -1.12 0.44 -4.18
H 0.52 -3.19 -1.77
H 2.48 1.15 1.47
C -1.19 -0.01 -2.00
C -0.41 -1.24 3.07
H -0.04 -0.13 1.48
H -3.17 1.56 1.15
H -0.65 4.25 -0.99
H -2.40 -0.28 2.28
H -3.14 -1.19 0.67
H -0.62 2.57 1.45
H 1.51 -1.89 2.62
O 2.76 -1.35 1.88
H -3.15 3.29 -0.82
H 3.25 2.48 -1.55
H 3.29 -1.36 -2.66
H 2.79 -3.00 0.90
H -1.17 -1.89 3.55
H -0.19 -0.45 3.80
H -3.88 2.28 2.28
O 3.04 -1.69 -3.55
C -0.94 -1.56 0.60
H 0.73 1.89 1.41
C -2.37 -0.05 -0.94
H -0.97 -2.64 0.80
H -1.70 1.70 -3.11
O 4.19 -0.61 -1.35
H 1.77 -3.97 -1.26
H 3.37 -2.81 -0.61
H -0.32 0.54 -1.62
H -3.57 -0.34 3.41
O -2.46 3.84 -0.45
H -2.64 -2.16 -0.65
H 2.30 -2.28 -3.36
H 3.90 0.38 -1.34
O 0.64 -2.20 3.08
H -2.66 0.16 -3.56
O 2.00 0.68 0.77
O -3.55 2.41 1.39
O 0.26 2.68 1.08
H 3.65 -0.75 -0.55
O 2.91 -3.39 0.00
O 3.56 1.85 -0.88
H -0.94 -1.06 -2.18
H -3.26 -0.06 -1.55
*
```

Summary:
HOMO-LUMO gap in eV: 9.60


2.
A molecular structure, C13H6AuCl2N2O5. Source: OMol25; level of theory: the ωB97M-V functional and the def2-TZVPD basis.

```
! wB97M-V def2-TZVPD RIJCOSX def2/J DEFGRID3
* xyz -1 1
H 1.06 -0.83 -4.60
C -2.10 0.07 2.60
C 3.24 0.33 -2.21
C 2.78 -0.11 -3.46
H 3.25 -0.44 -5.28
O -1.43 -0.64 -1.31
C -3.12 -1.03 4.60
O 3.68 1.15 0.62
C 2.58 0.78 0.28
C 0.60 -0.43 -2.56
O 3.67 -0.13 -4.47
C -0.88 -0.80 -2.49
Cl -1.38 -2.51 3.17
Cl -2.80 2.64 2.02
H 4.26 0.63 -2.06
H -4.30 2.12 4.30
C -3.74 1.21 4.09
C 1.45 -0.49 -3.64
C 2.34 0.36 -1.17
H -4.53 0.11 5.78
C -3.87 0.10 4.92
C -2.91 1.20 3.00
C -2.29 -1.04 3.50
N 1.08 -0.02 -1.39
O 1.52 0.71 1.05
H -3.19 -1.92 5.21
N -1.34 0.05 1.57
O -1.44 -1.19 -3.49
Au -0.15 0.05 0.11
*
```

Summary:
HOMO-LUMO gap (alpha / beta) in eV: 4.60 / 4.59


3.
2 unconnected molecules or ions with the total composition C13H20N5O4S2 at a distorted geometry. Source: OMol25; level of theory: the ωB97M-V functional and the def2-TZVPD basis.

```
! wB97M-V def2-TZVPD RIJCOSX def2/J DEFGRID3
* xyz 1 1
N -0.98 1.02 3.55
N 2.04 -1.22 2.53
C -5.61 2.48 2.66
C 3.55 -0.76 -4.01
H -1.29 -2.17 -4.46
O -2.11 -1.06 4.01
C -0.49 -1.83 -3.81
H -3.70 1.59 5.29
H 3.34 -1.73 -3.58
C 0.71 -0.03 -0.68
H -6.46 2.99 2.23
S -2.19 0.01 3.03
O 0.30 1.65 -3.27
C -5.27 2.52 3.99
C 2.92 -1.81 1.69
C 2.59 -1.46 0.40
C -4.09 1.72 4.29
C 3.68 0.28 -2.91
H 2.76 -0.47 -4.70
H 3.68 -2.43 1.96
S -4.51 1.48 1.71
H 2.00 -1.35 3.61
H 3.09 -1.79 -0.51
C 1.50 -0.63 0.47
O -1.73 -0.31 1.67
H 0.44 -2.28 -4.14
H -0.71 -2.16 -2.79
H -1.01 0.94 4.56
H 2.79 1.29 -1.46
O 4.73 0.87 -2.75
C 0.38 0.43 -3.14
H 4.49 -0.80 -4.55
C 1.34 -0.16 -2.08
H -1.27 1.94 3.26
H 0.33 -0.02 2.15
N 1.17 -0.50 1.80
N -0.40 -0.37 -3.86
N 2.65 0.51 -2.09
H -5.83 3.07 4.74
H 1.48 -1.21 -2.30
H -1.00 0.11 -4.52
C -3.59 1.13 3.15
H -0.27 -0.51 -0.70
H 0.54 1.03 -0.46
*
```

Summary:
HOMO-LUMO gap in eV: 8.94


4.
A gas-phase ion, C4H6IN2O (charge +1) at a distorted geometry. Source: OMol25; level of theory: the ωB97M-V functional and the def2-TZVPD basis.

```
! wB97M-V def2-TZVPD RIJCOSX def2/J DEFGRID3
* xyz 1 1
I 3.76 -0.26 -0.10
C 0.21 1.68 0.39
N 1.78 0.11 0.00
H -0.23 0.12 -1.91
C -0.97 -0.07 -1.15
H -1.95 -0.30 -1.55
H -0.16 -1.85 1.69
H -0.27 -2.69 0.17
C -0.88 0.71 0.19
H 0.02 2.72 0.58
C -0.56 -0.71 0.08
N -0.37 -1.82 0.69
O 1.44 1.36 0.26
H -1.82 1.01 0.65
*
```

Summary:
HOMO-LUMO gap in eV: 7.04


What did the third record say?
2 unconnected molecules or ions with the total composition C13H20N5O4S2 at a distorted geometry. Source: OMol25; level of theory: the ωB97M-V functional and the def2-TZVPD basis.

```
! wB97M-V def2-TZVPD RIJCOSX def2/J DEFGRID3
* xyz 1 1
N -0.98 1.02 3.55
N 2.04 -1.22 2.53
C -5.61 2.48 2.66
C 3.55 -0.76 -4.01
H -1.29 -2.17 -4.46
O -2.11 -1.06 4.01
C -0.49 -1.83 -3.81
H -3.70 1.59 5.29
H 3.34 -1.73 -3.58
C 0.71 -0.03 -0.68
H -6.46 2.99 2.23
S -2.19 0.01 3.03
O 0.30 1.65 -3.27
C -5.27 2.52 3.99
C 2.92 -1.81 1.69
C 2.59 -1.46 0.40
C -4.09 1.72 4.29
C 3.68 0.28 -2.91
H 2.76 -0.47 -4.70
H 3.68 -2.43 1.96
S -4.51 1.48 1.71
H 2.00 -1.35 3.61
H 3.09 -1.79 -0.51
C 1.50 -0.63 0.47
O -1.73 -0.31 1.67
H 0.44 -2.28 -4.14
H -0.71 -2.16 -2.79
H -1.01 0.94 4.56
H 2.79 1.29 -1.46
O 4.73 0.87 -2.75
C 0.38 0.43 -3.14
H 4.49 -0.80 -4.55
C 1.34 -0.16 -2.08
H -1.27 1.94 3.26
H 0.33 -0.02 2.15
N 1.17 -0.50 1.80
N -0.40 -0.37 -3.86
N 2.65 0.51 -2.09
H -5.83 3.07 4.74
H 1.48 -1.21 -2.30
H -1.00 0.11 -4.52
C -3.59 1.13 3.15
H -0.27 -0.51 -0.70
H 0.54 1.03 -0.46
*
```

Summary:
HOMO-LUMO gap in eV: 8.94


Which formula does entry 1 have? C6H38NO13